C37H49As2F6N2O6S2Ti | the ωB97M-V functional and the def2-TZVPD basis

Last column: Mulliken charge in e.
Atoms and positions in Å:
1 Ti -0.26229 0.67846 -0.53136  -0.03
2 C -2.59789 0.27328 -0.18521  -1.93
3 C -2.72799 -0.36033 -1.49768  1.47
4 C -2.72211 -1.74237 -1.27149  0.27
5 C -2.71585 -1.93502 0.15124  -0.83
6 C -2.70074 -0.74234 0.82976  1.46
7 C -3.22910 -0.54631 2.24847  1.97
8 C -4.75819 -0.42171 2.11705  -2.02
9 C -2.91946 -1.75522 3.13983  -1.43
10 C -2.69831 0.70997 2.94586  -1.45
11 C -2.71857 -2.95291 -2.23610  2.95
12 C -4.06732 -3.12885 -2.96142  -2.16
13 C -2.50714 -4.25622 -1.44488  -2.19
14 C -1.58624 -2.88139 -3.28599  -1.24
15 C -3.35645 0.44772 -2.66434  2.12
16 C -3.20022 1.96490 -2.47084  -1.66
17 C -2.80333 0.12184 -4.06129  -1.72
18 C -4.87512 0.18780 -2.61453  -1.63
19 H -2.91384 1.29450 -0.01406  0.55
20 H -2.70809 -2.90633 0.63919  0.04
21 H -5.17747 -1.32287 1.65605  0.32
22 H -5.02526 0.43880 1.49296  0.32
23 H -5.21424 -0.28655 3.10834  0.47
24 H -3.24548 -2.69231 2.67419  0.34
25 H -3.44235 -1.65467 4.09725  0.52
26 H -1.84890 -1.82097 3.33753  -0.35
27 H -3.11713 1.61894 2.50754  0.36
28 H -1.61517 0.76593 2.88331  -0.29
29 H -2.97993 0.69113 4.00521  0.50
30 H -4.89562 -3.08111 -2.24686  0.32
31 H -4.09122 -4.11351 -3.44814  0.59
32 H -4.23029 -2.37919 -3.73415  0.38
33 H -3.37014 -4.48238 -0.80940  0.38
34 H -1.61570 -4.20737 -0.81662  0.27
35 H -2.38515 -5.08462 -2.15301  0.44
36 H -1.32367 -1.85539 -3.54309  -0.18
37 H -1.87709 -3.40093 -4.20665  0.56
38 H -0.68506 -3.37520 -2.91091  0.22
39 H -2.18683 2.25788 -2.25545  -0.08
40 H -3.84589 2.33477 -1.66896  0.27
41 H -3.49684 2.47600 -3.38924  0.55
42 H -1.72159 0.27071 -4.08537  0.04
43 H -3.24546 0.79999 -4.79856  0.62
44 H -3.02689 -0.89908 -4.37523  0.18
45 H -5.26934 0.51257 -1.64507  0.26
46 H -5.12606 -0.86182 -2.73914  0.22
47 H -5.37863 0.76709 -3.40086  0.45
48 C 1.05666 -0.85266 4.39379  -1.38
49 As 0.57396 -1.63731 2.64670  2.45
50 C 0.01848 -3.39347 3.33139  -1.70
51 C 2.40373 -2.13100 2.06524  -0.61
52 C 3.04441 -3.20933 2.68270  -0.55
53 C 4.22040 -3.75437 2.18677  -1.07
54 C 4.76745 -3.23721 1.02386  -0.83
55 C 4.18856 -2.12065 0.43789  -0.85
56 C 3.03873 -1.52362 0.95573  -0.04
57 As 2.47815 0.28077 0.27011  2.52
58 C 3.36242 1.08878 1.81466  -1.46
59 C 3.97721 0.55587 -0.94629  -1.87
60 H 1.97396 -1.29828 4.77998  0.39
61 H 0.24324 -1.02937 5.09895  0.41
62 H 1.18696 0.22674 4.29045  0.22
63 H 0.32177 -3.54114 4.36555  0.40
64 H 0.44655 -4.16285 2.68997  0.42
65 H -1.06671 -3.46604 3.25623  0.52
66 H 2.62387 -3.63157 3.58666  0.36
67 H 4.69064 -4.58796 2.69646  0.38
68 H 5.64675 -3.68978 0.57687  0.40
69 H 4.63165 -1.73349 -0.46926  0.36
70 H 4.22804 0.48435 2.05351  0.57
71 H 2.69338 1.14849 2.66873  0.15
72 H 3.64312 2.09958 1.53974  0.52
73 H 4.90293 0.34153 -0.42896  0.53
74 H 3.93313 1.59518 -1.24254  0.48
75 H 3.88127 -0.05841 -1.83773  0.32
76 F -2.25931 3.31568 1.03683  -0.10
77 C -1.13471 3.84579 1.52576  0.49
78 F -1.40613 4.28791 2.75791  -0.29
79 F -0.80884 4.89299 0.77934  -0.25
80 S 0.36654 2.66327 1.64099  1.44
81 O -0.23468 1.27409 1.33085  -0.91
82 O 0.64951 2.76811 3.05385  -0.74
83 N 1.40287 3.13562 0.66284  -0.63
84 S 0.90735 3.31087 -1.18801  0.24
85 O 1.89370 2.34533 -1.74257  -0.45
86 O -0.46562 2.44283 -0.90494  -0.08
87 C 0.15439 3.60771 -3.18554  0.26
88 F -0.26809 2.45560 -3.84543  -0.18
89 F -0.92272 4.46031 -3.31805  -0.30
90 F 1.09825 4.12737 -4.03625  -0.32
91 O 0.57268 -3.57642 0.18970  -0.59
92 C 0.78935 -2.78966 -0.66022  -1.20
93 N 0.17708 -1.52119 -0.81338  1.43
94 C 0.64157 -1.00119 -1.94289  -0.15
95 O 0.20334 0.14838 -2.24976  -0.09
96 C 1.67142 -1.86764 -2.59076  0.30
97 C 2.46420 -1.69012 -3.69700  -0.31
98 C 3.37304 -2.70522 -4.00166  -0.78
99 C 3.44709 -3.84780 -3.21777  -0.85
100 C 2.62759 -3.99933 -2.09642  -0.50
101 C 1.75543 -2.98311 -1.80965  0.25
102 H 2.39538 -0.78493 -4.29307  0.65
103 H 4.03206 -2.59964 -4.85567  0.45
104 H 4.15465 -4.62643 -3.47597  0.44
105 H 2.67994 -4.87486 -1.45838  0.52

Atomic forces in eV per Å
-2.9 0.3 2.8
0.6 0.3 -0.2
-0.4 0.3 -0.3
0.2 -0.3 0.0
0.1 -0.5 0.0
-0.2 0.0 -0.1
0.2 0.0 0.1
-0.1 0.0 0.1
-0.1 0.1 -0.1
-0.1 0.0 0.1
-0.1 0.1 0.1
0.0 -0.1 0.0
0.0 0.0 0.0
0.1 0.1 0.1
0.2 0.0 0.1
-0.2 -0.1 0.0
0.0 -0.1 0.1
-0.1 0.0 0.0
0.0 0.0 0.0
0.0 0.2 -0.2
0.0 0.1 0.1
0.0 -0.1 0.1
0.1 0.0 -0.1
0.1 0.1 0.1
0.0 0.0 -0.1
-0.4 0.2 0.0
0.1 -0.1 0.0
-0.1 0.0 0.1
-0.1 0.0 -0.1
0.1 0.0 -0.1
0.0 0.1 0.1
0.0 0.0 0.0
0.1 0.0 0.0
-0.1 0.0 0.0
0.0 0.1 0.1
0.0 -0.1 0.0
0.0 0.0 0.1
-0.1 0.0 0.0
0.2 0.1 0.0
0.1 0.0 0.0
0.0 0.0 0.0
0.0 0.0 0.0
0.0 -0.1 0.1
0.0 0.1 0.0
0.0 0.0 -0.1
0.0 0.0 0.0
0.1 -0.1 0.1
0.0 0.2 0.0
0.4 0.3 0.0
0.1 -0.3 -0.2
0.4 0.0 -0.2
0.0 0.2 0.0
0.0 0.0 0.0
0.0 0.0 0.1
-0.1 0.0 -0.1
-0.5 -0.3 0.1
0.9 -0.7 0.6
-0.3 0.4 0.0
-0.3 0.1 -0.1
0.0 0.0 0.0
0.0 0.0 0.0
0.0 -0.1 0.0
0.1 0.0 0.1
0.0 0.0 0.1
0.3 -0.1 0.1
-0.1 -0.1 0.0
0.0 0.0 0.0
0.0 0.1 0.0
0.1 0.0 0.0
0.2 -0.1 0.0
-0.1 0.0 0.0
0.0 0.1 0.0
0.2 -0.1 0.1
0.0 0.1 0.0
0.0 -0.1 -0.1
-0.1 0.0 -0.1
0.1 -0.5 0.4
-0.2 0.1 0.0
0.0 0.2 -0.2
0.6 1.1 0.1
0.3 0.5 0.3
0.1 -0.5 -0.1
-0.5 -0.6 0.5
0.2 0.4 -1.8
-0.3 0.6 0.7
0.4 -0.1 -0.7
-0.5 -0.5 -0.6
0.3 0.4 0.4
0.3 -0.1 0.3
0.0 0.0 0.5
-0.5 -1.3 1.5
0.4 1.1 -1.2
0.4 -0.2 -0.5
0.0 -1.2 0.4
1.2 -0.2 -2.5
-0.4 1.0 -0.5
0.2 0.3 -0.4
-0.1 0.2 -0.1
-0.1 -0.1 0.2
0.2 -0.4 0.0
-0.3 -0.2 0.6
0.0 -0.1 0.0
-0.1 0.0 0.0
0.0 0.0 0.0
0.0 0.1 -0.1

- maximum force (Eh/bohr) = 0.079
- E_tot (eV) = -237198.1611
- energy above the lowest of the compared OMol25 structures with the same formula, charge and spin (kcal per mole) = 96.5
- frontier orbital gap (eV) = 6.0
- charge = -1
- HOMO (eV) = -4.869



C6H15NO | the ωB97M-V functional and the def2-TZVPD basis

Last column: Mulliken charge in e.
Atoms and positions in Å:
1 C 0.55154 -1.15082 -1.34939  -0.83
2 N -0.23312 -0.86863 -0.12553  -0.30
3 C 0.33976 0.15253 0.74002  -0.66
4 C -0.67521 0.66016 1.76775  0.00
5 C -1.07647 -0.44108 2.73898  -1.14
6 O -0.10238 1.76682 2.47848  -0.55
7 C 0.85811 0.03911 -2.28993  -0.16
8 C 0.39485 -0.18550 -3.72457  -1.30
9 H 1.44859 -1.65489 -1.02493  0.28
10 H -0.08247 -1.84214 -1.91086  0.46
11 H -1.16583 -0.60138 -0.42272  0.27
12 H 1.15514 -0.30289 1.30697  0.31
13 H 0.73056 1.00621 0.18581  0.37
14 H -1.51488 1.07127 1.20185  0.36
15 H -0.98876 -1.43331 2.32169  0.35
16 H -0.39868 -0.40276 3.58961  0.31
17 H -2.11478 -0.34077 3.05766  0.29
18 H 0.68978 1.40954 2.92892  0.35
19 H 1.92321 0.25975 -2.19506  0.36
20 H 0.31444 0.89414 -1.87924  0.21
21 H -0.61050 0.21059 -3.86991  0.32
22 H 1.06848 0.32270 -4.42283  0.33
23 H 0.40246 -1.23084 -4.04712  0.36

Atomic forces in eV per Å
-1.1 0.1 0.2
0.2 0.1 -0.5
-0.3 -0.2 0.1
0.6 -0.1 -0.3
-0.4 0.1 0.0
0.3 -0.4 0.1
-0.1 -0.3 0.8
0.5 0.2 -0.5
0.4 -0.3 -0.1
0.3 -0.3 0.1
0.0 0.1 0.1
0.3 0.0 -0.1
0.1 0.2 0.0
-0.2 0.0 0.3
0.1 -0.2 -0.4
-0.1 0.0 0.2
0.2 0.2 0.3
-0.6 0.4 -0.3
0.0 0.2 -0.4
0.2 0.2 -0.1
0.0 -0.1 -0.1
-0.2 0.1 0.0
0.0 0.0 0.3

- maximum force (Eh/bohr) = 0.023
- E_tot (eV) = -10002.2752
- energy above the lowest of the compared OMol25 structures with the same formula, charge and spin (kcal per mole) = 34.2
- frontier orbital gap (eV) = 9.9
- charge = 0
- SMILES = CCCNC[C@@H](C)O
- HOMO (eV) = -8.864



C41H46AsCsIN8S | the ωB97M-V functional and the def2-TZVPD basis

Last column: Mulliken charge in e.
Atoms and positions in Å:
1 Cs 0.55481 0.29726 -0.73574  1.06
2 C -0.62050 -2.60399 1.64955  -0.72
3 N -2.08308 -2.58921 1.75795  0.21
4 C -2.58610 -2.75238 3.11098  -1.26
5 C -2.83947 -2.04670 0.77309  0.16
6 N -2.33044 -1.18361 -0.05127  0.36
7 C -2.78467 -1.04653 -1.34793  -0.45
8 C -2.94743 -2.18724 -2.12199  -0.48
9 C -3.41762 -2.13437 -3.44881  -1.07
10 C -3.68878 -0.93319 -4.02904  -0.81
11 C -3.47209 0.27628 -3.31338  1.42
12 C -3.71906 1.50340 -3.97690  -1.08
13 C -3.50111 2.68345 -3.33580  -0.96
14 C -3.04235 2.69299 -2.00925  -0.52
15 C -2.80198 1.53073 -1.29959  -1.09
16 N -2.25493 1.62779 -0.02955  0.62
17 C -2.70038 2.43401 0.87841  0.11
18 N -1.86641 2.94790 1.82623  0.13
19 C -0.41980 2.95771 1.59512  -0.70
20 C -2.22277 2.87548 3.23702  -1.19
21 N -4.02192 2.84715 1.01349  0.42
22 C -5.10704 2.16030 0.36139  -0.48
23 C -4.33775 4.20330 1.41658  -1.29
24 C -3.00291 0.25378 -1.96245  0.87
25 N -4.17119 -2.47576 0.78404  0.34
26 C -4.46190 -3.89010 0.93153  -1.24
27 C -5.20919 -1.74832 0.09323  -0.49
28 H -0.25088 -3.41468 2.28239  0.34
29 H -0.13651 -1.66874 1.96711  0.03
30 H -0.33205 -2.81066 0.61876  0.21
31 H -2.48554 -3.78828 3.44969  0.32
32 H -3.63278 -2.46429 3.16541  0.40
33 H -2.00472 -2.11933 3.78617  0.37
34 H -2.72270 -3.14288 -1.66267  0.54
35 H -3.56278 -3.05555 -4.00220  0.35
36 H -4.06126 -0.87470 -5.04545  0.41
37 H -4.06480 1.48009 -5.00369  0.41
38 H -3.66729 3.62232 -3.85073  0.36
39 H -2.84158 3.63425 -1.51202  0.58
40 H -0.22524 3.16746 0.54498  0.19
41 H 0.07258 2.01326 1.88000  0.05
42 H 0.01098 3.76351 2.19507  0.32
43 H -3.28122 2.65562 3.35397  0.40
44 H -2.00102 3.82190 3.73778  0.31
45 H -1.63663 2.08792 3.71878  0.33
46 H -4.80610 1.14840 0.12809  -0.35
47 H -5.41153 2.64767 -0.57208  0.29
48 H -5.97004 2.12214 1.03267  0.42
49 H -3.43609 4.71879 1.73269  0.41
50 H -5.05370 4.21332 2.24419  0.33
51 H -4.78464 4.75155 0.57793  0.35
52 H -3.62327 -4.40302 1.39100  0.41
53 H -4.66273 -4.34756 -0.04654  0.33
54 H -5.34566 -4.03313 1.55925  0.32
55 H -4.94203 -0.70274 0.03058  -0.23
56 H -6.14110 -1.83370 0.65924  0.41
57 H -5.38352 -2.11905 -0.92314  0.27
58 S 1.37928 0.08853 2.13429  -0.67
59 C 7.64085 1.39858 -1.86878  -0.31
60 C 7.68988 1.59457 -0.49271  -0.72
61 C 6.56771 1.33165 0.29650  -0.01
62 C 5.36540 0.86820 -0.24987  -0.24
63 C 5.35071 0.69487 -1.63441  0.03
64 C 6.45686 0.94342 -2.44207  -0.70
65 As 3.39427 0.60479 0.77575  -0.15
66 C 4.37548 0.53111 2.45947  -0.41
67 C 4.61416 1.56595 3.34839  -0.47
68 C 5.32561 1.32736 4.51782  -0.64
69 C 5.79987 0.04959 4.80066  -0.64
70 C 5.56413 -0.98709 3.90868  -0.82
71 C 4.85876 -0.75229 2.73344  1.29
72 C 4.53168 -1.77891 1.71666  -0.03
73 C 4.92424 -3.11048 1.75953  -0.48
74 C 4.58076 -3.97721 0.72634  -0.76
75 C 3.85569 -3.50528 -0.36180  -0.82
76 C 3.46128 -2.17008 -0.40503  -0.34
77 C 3.78928 -1.30672 0.62800  0.90
78 H 8.51039 1.59566 -2.48591  0.33
79 H 8.60745 1.94930 -0.03221  0.36
80 H 6.64442 1.48801 1.36893  0.23
81 H 4.43224 0.34341 -2.11193  0.04
82 H 6.40112 0.78213 -3.51482  0.36
83 H 4.23048 2.55696 3.14012  0.36
84 H 5.50685 2.13615 5.21592  0.38
85 H 6.34987 -0.13689 5.71549  0.37
86 H 5.93126 -1.98132 4.13589  0.32
87 H 5.50732 -3.47969 2.59603  0.32
88 H 4.89122 -5.01456 0.76469  0.35
89 H 3.59887 -4.17363 -1.17553  0.43
90 H 2.92015 -1.80957 -1.27397  0.42
91 I 0.97014 1.87231 -7.17865  0.08
92 C 0.55400 0.70109 -5.54430  -0.89
93 C -0.55140 -0.08914 -5.36063  -0.14
94 N -0.40361 -0.66039 -4.15249  0.03
95 N 0.71776 -0.28270 -3.52694  -0.39
96 C 1.31645 0.54881 -4.36548  -0.05
97 H -1.41356 -0.27084 -5.98011  0.48
98 H -1.06796 -1.26110 -3.68256  0.31
99 H 2.26058 1.00544 -4.10656  0.51

Atomic forces in eV per Å
-0.8 0.2 0.2
-0.2 0.0 0.0
0.2 -0.1 0.1
0.1 0.0 -0.1
0.0 0.1 -0.1
-0.1 0.0 0.0
0.0 0.1 0.0
-0.1 0.0 -0.2
0.1 -0.1 0.2
0.0 0.1 0.0
0.0 0.0 0.1
0.0 -0.1 0.0
0.1 0.1 0.2
-0.1 0.0 -0.2
0.0 -0.2 0.0
0.0 0.0 -0.1
0.0 0.0 -0.1
0.2 0.0 0.1
-0.2 0.0 0.0
0.0 0.0 -0.1
0.0 0.1 0.0
0.0 0.0 0.1
0.0 -0.1 0.0
0.0 0.0 0.0
0.0 -0.1 -0.1
0.0 0.1 0.0
0.0 -0.1 0.1
0.0 0.0 0.0
-0.1 0.0 0.0
0.0 0.0 0.0
0.0 0.0 0.0
0.0 0.0 0.0
0.0 0.0 0.0
0.0 0.0 0.0
0.0 0.0 0.0
0.0 0.0 0.0
0.0 0.0 0.0
0.0 0.0 0.0
0.0 0.0 0.0
0.0 0.0 -0.1
0.0 0.0 0.0
0.0 0.0 0.0
0.0 0.0 0.0
0.0 0.0 0.0
0.0 0.0 0.0
0.0 -0.1 0.0
0.0 0.0 0.0
0.0 0.0 0.0
0.0 0.0 0.0
0.0 0.0 0.0
0.0 0.0 0.0
0.0 0.0 0.0
0.0 0.0 0.0
0.0 0.0 0.0
0.0 0.1 0.0
0.0 0.0 0.0
0.0 0.0 0.0
0.3 -0.1 0.9
-0.1 0.0 0.1
-0.1 0.0 0.0
0.1 0.0 -0.1
0.1 0.1 0.1
0.0 0.0 0.0
0.0 0.0 0.1
0.8 0.0 0.3
-0.1 0.0 -0.2
0.0 0.0 0.0
0.0 0.0 0.0
0.0 0.0 -0.1
0.0 0.0 0.0
0.0 -0.2 0.0
0.1 0.2 0.1
0.0 -0.1 0.0
0.0 0.1 0.0
-0.1 0.1 0.1
0.1 -0.1 0.0
0.0 0.1 -0.1
0.0 0.0 0.0
0.0 0.0 0.0
0.0 0.0 0.0
0.0 0.0 0.0
0.0 0.0 0.0
0.0 0.0 0.0
0.0 0.0 0.0
0.0 0.0 0.0
0.0 0.0 0.0
0.0 0.0 0.0
0.0 0.0 0.0
0.0 0.0 0.0
0.0 0.0 0.0
0.0 0.1 -0.1
0.1 0.0 0.2
-0.1 -0.1 0.0
-0.1 -0.1 0.0
0.1 -0.2 -0.9
0.0 0.0 -0.1
0.0 0.0 0.0
0.0 0.0 0.0
0.0 0.0 0.0

- maximum force (Eh/bohr) = 0.019
- E_tot (eV) = -135506.1866
- energy above the lowest of the compared OMol25 structures with the same formula, charge and spin (kcal per mole) = 23.5
- frontier orbital gap (eV) = 4.0
- charge = -1
- HOMO (eV) = -2.332